# 1
Formula: C24H33ClN2O3
Source: the Open Molecules 2025 dataset
Level of theory: ωB97M-V/def2-TZVPD

Last column: natural (NBO) charge in e.
Element x y z (Å)
1 C 4.860 1.181 -0.541  -0.22
2 H 5.448 2.097 -0.323  0.18
3 O 4.140 0.900 0.426  -0.52
4 C 3.367 -0.417 0.344  0.32
5 C 3.312 -1.383 -0.899  -0.26
6 C 2.530 -2.487 -0.655  -0.15
7 C 1.809 -2.931 0.594  -0.07
8 C 1.901 -1.945 1.415  -0.09
9 C 2.563 -0.750 1.419  -0.32
10 H 2.686 -0.176 2.368  0.23
11 H 1.341 -2.058 2.456  0.18
12 C 1.055 -4.016 0.357  -0.40
13 H 1.560 -4.914 1.165  0.20
14 H 1.359 -4.566 -0.433  0.22
15 C -0.360 -3.932 0.549  -0.17
16 N -0.950 -2.857 0.012  -0.48
17 C -2.158 -2.564 0.379  -0.20
18 C -2.592 -1.120 -0.247  -0.19
19 C -2.461 -1.154 -1.908  -0.36
20 C -1.247 -1.763 -2.176  -0.35
21 C -0.940 -3.097 -1.628  -0.21
22 H -0.028 -3.356 -1.685  0.19
23 H -1.644 -3.759 -1.734  0.18
24 H -0.503 -1.024 -1.907  0.23
25 H -1.225 -1.836 -3.609  0.15
26 H -2.682 -0.291 -2.357  0.21
27 H -3.349 -2.148 -2.116  0.13
28 H -1.721 -0.199 -0.115  0.21
29 C -3.987 -0.545 0.284  -0.22
30 N -3.855 0.430 1.312  -0.45
31 C -3.262 0.125 2.413  -0.31
32 H -3.500 0.720 3.121  0.18
33 H -2.157 -0.101 2.409  0.15
34 H -3.762 -1.056 2.730  0.15
35 C -3.582 1.764 0.863  -0.25
36 C -2.079 2.253 0.454  0.08
37 C -1.775 2.097 -1.103  -0.26
38 C -0.479 2.187 -1.065  0.02
39 C 0.535 2.263 -0.386  0.26
40 C 0.106 2.354 1.058  0.28
41 C -1.020 2.067 1.520  -0.37
42 H -1.495 2.234 2.646  0.26
43 O 1.205 2.279 1.832  -0.52
44 C 1.027 2.144 3.214  -0.25
45 H 0.365 3.196 3.445  0.19
46 H 2.217 2.282 3.636  0.21
47 H 0.671 1.243 3.532  0.18
48 O 1.974 2.133 -0.765  -0.62
49 H 2.435 2.284 -0.122  0.45
50 Cl -0.213 2.250 -2.961  -0.18
51 H -2.551 2.098 -1.727  0.24
52 H -3.742 2.507 1.674  0.19
53 H -4.039 2.178 -0.049  0.21
54 H -4.462 -1.426 0.618  0.20
55 H -4.313 -0.110 -0.550  0.20
56 H -2.129 -2.197 1.622  0.20
57 H -2.992 -3.216 0.009  0.16
58 H -0.601 -3.657 1.781  0.15
59 H -0.842 -4.775 0.496  0.17
60 H 2.734 -3.041 -1.293  0.15
61 H 3.868 -1.003 -1.739  0.24
62 H 4.277 1.354 -1.443  0.15
63 H 5.620 0.428 -0.887  0.14

Computed properties:
ΔE to the lowest compared entry with this formula, charge and spin (kcal per mole): 529.7
2S+1: 1
Calculated total energy (a.u.): -1728.8813
Gap between HOMO and LUMO (eV): 8.28

# 2
Formula: C24H33ClN4O5
Source: the Open Molecules 2025 dataset
Level of theory: ωB97M-V/def2-TZVPD

Last column: natural (NBO) charge in e.
Element x y z (Å)
1 C -1.396 -1.480 4.890  -0.61
2 C -0.411 -1.381 3.731  -0.39
3 C -0.734 -2.345 2.590  -0.41
4 C -2.078 -2.050 1.920  -0.40
5 C -2.178 -2.695 0.539  -0.22
6 N -1.317 -2.039 -0.437  -0.45
7 C -0.307 -2.744 -1.002  0.72
8 O 0.001 -3.859 -0.631  -0.64
9 C 0.453 -2.064 -2.138  -0.50
10 H 0.249 -0.995 -2.176  0.22
11 H 0.111 -2.517 -3.070  0.25
12 C 1.948 -2.326 -1.958  -0.51
13 C 2.443 -1.648 -0.710  0.83
14 O 1.763 -1.410 0.261  -0.65
15 O 3.728 -1.311 -0.793  -0.49
16 C 4.288 -0.635 0.335  -0.10
17 C 3.520 0.602 0.722  -0.09
18 C 3.281 1.619 -0.200  -0.03
19 C 2.566 2.753 0.156  -0.24
20 C 2.079 2.882 1.445  -0.22
21 C 2.307 1.879 2.374  -0.24
22 C 3.021 0.751 2.011  -0.12
23 H 3.188 -0.034 2.731  0.21
24 H 1.927 1.974 3.379  0.23
25 H 1.526 3.767 1.722  0.23
26 H 2.405 3.529 -0.577  0.23
27 Cl 3.878 1.487 -1.819  0.02
28 H 4.323 -1.326 1.184  0.20
29 H 5.305 -0.381 0.023  0.22
30 H 2.092 -3.402 -1.819  0.27
31 H 2.538 -1.998 -2.813  0.24
32 C -1.784 -0.787 -0.924  -0.16
33 C -1.295 0.401 -0.420  0.48
34 N -0.341 0.411 0.540  -0.82
35 H 0.204 1.242 0.691  0.41
36 H 0.162 -0.460 0.669  0.45
37 N -1.806 1.603 -0.850  -0.45
38 C -2.805 1.679 -1.815  0.80
39 O -3.244 2.735 -2.209  -0.63
40 N -3.242 0.480 -2.291  -0.64
41 C -2.820 -0.803 -1.916  0.65
42 O -3.323 -1.780 -2.431  -0.61
43 H -3.968 0.523 -2.997  0.43
44 C -1.368 2.864 -0.274  -0.23
45 C -1.855 3.090 1.161  -0.41
46 C -3.383 3.100 1.290  -0.41
47 C -3.977 1.717 1.544  -0.60
48 H -5.051 1.797 1.695  0.22
49 H -3.540 1.273 2.437  0.20
50 H -3.807 1.045 0.708  0.20
51 H -3.658 3.747 2.126  0.20
52 H -3.820 3.525 0.385  0.21
53 H -1.444 2.332 1.829  0.21
54 H -1.462 4.060 1.472  0.21
55 H -1.789 3.640 -0.919  0.26
56 H -0.277 2.930 -0.326  0.20
57 H -3.207 -2.650 0.170  0.21
58 H -1.862 -3.738 0.585  0.24
59 H -2.894 -2.434 2.534  0.21
60 H -2.213 -0.971 1.821  0.20
61 H 0.060 -2.285 1.845  0.22
62 H -0.741 -3.368 2.970  0.20
63 H -0.404 -0.358 3.344  0.19
64 H 0.594 -1.600 4.099  0.19
65 H -2.395 -1.188 4.577  0.20
66 H -1.092 -0.829 5.707  0.21
67 H -1.439 -2.500 5.265  0.20

Computed properties:
ΔE to the lowest compared entry with this formula, charge and spin (kcal per mole): 0.0
2S+1: 1
SMILES: CCCCCN(C(=O)CCC(=O)OCc1ccccc1Cl)c1c(N)n(CCCC)c(=O)[nH]c1=O
Calculated total energy (a.u.): -1989.8847
Gap between HOMO and LUMO (eV): 8.94

# 3
Formula: C24H33FN4O11P3V
Source: the Open Molecules 2025 dataset
Level of theory: ωB97M-V/def2-TZVPD

Last column: Mulliken spin population.
Element x y z (Å)
1 V 0.137 0.080 -0.400  2.06
2 N -0.416 -0.113 3.758  0.02
3 C -1.539 0.269 2.809  -0.01
4 C -2.788 0.508 3.659  0.00
5 P -1.787 -1.284 1.772  0.00
6 O -3.387 -1.382 1.617  0.00
7 O -1.264 -2.358 2.659  0.00
8 O -1.300 -1.136 0.355  0.00
9 P -0.930 1.859 2.005  0.02
10 O -2.135 2.908 2.239  0.00
11 O 0.241 2.248 2.832  0.00
12 O -0.881 1.660 0.517  0.01
13 H -0.219 -1.117 3.608  0.00
14 H -0.688 0.037 4.726  0.00
15 H 0.381 0.514 3.534  0.00
16 H -3.083 -0.405 4.181  0.00
17 H -3.618 0.814 3.029  0.00
18 H -2.610 1.308 4.383  0.00
19 H -3.606 -1.040 0.736  0.00
20 H -2.572 3.058 1.392  0.00
21 C 5.859 2.275 4.029  0.00
22 C 6.146 1.356 2.843  0.00
23 C 7.097 0.216 3.188  0.00
24 C 6.477 -0.695 4.238  0.01
25 C 5.057 -1.052 3.883  -0.03
26 C 4.444 -2.152 4.524  0.25
27 C 3.154 -2.478 4.178  -0.11
28 F 2.571 -3.536 4.804  0.00
29 C 2.422 -1.801 3.229  0.16
30 C 3.015 -0.696 2.565  -0.03
31 C 2.306 0.052 1.593  0.15
32 O 1.055 -0.266 1.336  0.04
33 C 2.970 1.151 0.955  0.00
34 C 4.218 1.482 1.364  0.17
35 N 4.902 0.797 2.325  0.07
36 C 4.347 -0.328 2.940  0.11
37 C 2.408 1.950 -0.192  -0.02
38 O 2.852 3.062 -0.432  0.01
39 O 1.523 1.342 -0.915  0.00
40 H 6.788 2.668 4.447  0.00
41 H 5.325 1.736 4.812  0.00
42 H 5.235 3.111 3.714  0.00
43 H 6.579 1.947 2.034  0.00
44 H 8.048 0.625 3.536  0.00
45 H 7.295 -0.353 2.277  0.00
46 H 6.514 -0.216 5.223  0.00
47 H 7.067 -1.611 4.328  -0.01
48 H 4.975 -2.735 5.265  0.04
49 H 1.427 -2.131 2.969  0.09
50 H 4.724 2.330 0.924  0.02
51 C 3.049 -1.915 -1.452  0.00
52 P 1.254 -2.061 -1.210  -0.01
53 C 0.671 -2.920 -2.709  0.00
54 C 1.082 -3.383 0.034  -0.01
55 H 3.486 -2.845 -1.823  0.00
56 H 3.510 -1.655 -0.497  0.00
57 H 3.230 -1.106 -2.160  0.00
58 H 1.021 -3.954 -2.717  0.00
59 H 1.025 -2.391 -3.590  0.00
60 H -0.420 -2.911 -2.713  0.00
61 H 1.821 -4.173 -0.119  0.00
62 H 0.080 -3.806 -0.048  0.00
63 H 1.182 -2.970 1.034  0.01
64 C -4.001 1.832 -3.464  0.00
65 N -2.620 1.398 -3.454  0.00
66 C -1.807 1.603 -4.535  0.00
67 C -0.548 1.153 -4.555  0.00
68 C -0.034 0.427 -3.397  -0.01
69 O 1.089 -0.076 -3.412  0.00
70 N -0.853 0.314 -2.298  -0.02
71 C -2.152 0.727 -2.311  0.00
72 O -2.944 0.544 -1.393  0.00
73 H -4.119 2.621 -4.206  0.00
74 H -4.266 2.211 -2.480  0.00
75 H -4.678 1.009 -3.703  0.00
76 H -2.253 2.148 -5.357  0.00
77 H 0.111 1.310 -5.394  0.00

Computed properties:
ΔE to the lowest compared entry with this formula, charge and spin (kcal per mole): 0.0
2S+1: 4
Charge: -1
Calculated total energy (a.u.): -4049.4987
Gap between HOMO and LUMO (spin up / spin down) (eV): 4.97 / 7.89
Expectation value of S²: 3.787

# 4
Formula: C24H33MnNO3
Source: the Open Molecules 2025 dataset
Level of theory: ωB97M-V/def2-TZVPD

Last column: natural (NBO) charge in e.
Element x y z (Å)
1 O -0.112 0.149 -5.821  -0.56
2 C -0.218 1.246 -6.869  -0.08
3 C 0.070 0.315 -8.050  -0.47
4 H 0.523 2.057 -6.711  0.20
5 H -1.236 1.679 -6.929  0.19
6 C 0.078 -0.775 -6.938  0.27
7 H 1.043 0.464 -8.537  0.21
8 H -0.746 0.202 -8.786  0.21
9 C 1.405 -1.514 -6.911  -0.63
10 H 2.183 -0.884 -6.461  0.23
11 H 1.698 -1.751 -7.947  0.21
12 H 1.288 -2.458 -6.365  0.21
13 C -1.114 -1.723 -7.041  -0.63
14 H -2.050 -1.174 -6.871  0.22
15 H -1.012 -2.528 -6.293  0.21
16 H -1.141 -2.172 -8.047  0.21
17 Mn -0.637 -0.882 -1.220  1.17
18 C -2.031 -1.049 0.368  -0.32
19 C -1.669 0.333 0.223  -0.36
20 C -2.034 0.757 -1.109  -0.36
21 H -1.260 0.980 0.995  0.23
22 C -2.590 -0.384 -1.809  -0.38
23 C -2.592 -1.508 -0.899  -0.37
24 H -3.032 -2.487 -1.105  0.24
25 H -1.924 -1.643 1.278  0.23
26 H -1.994 1.784 -1.453  0.25
27 H -2.989 -0.369 -2.824  0.25
28 C 0.682 -1.923 0.166  -0.35
29 C -0.172 -2.822 -0.575  -0.34
30 C 0.101 -2.654 -1.996  -0.40
31 H -0.835 -3.572 -0.152  0.23
32 C 1.165 -1.676 -2.093  -0.36
33 C 1.426 -1.136 -0.765  -0.34
34 H 2.097 -0.310 -0.519  0.25
35 H 0.772 -1.862 1.249  0.23
36 H -0.424 -3.146 -2.820  0.24
37 H 1.781 -1.476 -2.953  0.24
38 O 2.571 1.923 -4.247  -0.54
39 C 1.580 1.250 -3.448  -0.08
40 C 0.247 1.947 -3.750  -0.43
41 H 1.782 1.386 -2.354  0.17
42 H 1.646 0.178 -3.694  0.19
43 C 0.657 3.412 -3.730  -0.44
44 H -0.568 1.692 -3.070  0.21
45 H -0.067 1.769 -4.787  0.22
46 C 2.047 3.285 -4.410  -0.07
47 H 0.748 3.757 -2.682  0.21
48 H 0.030 4.117 -4.300  0.21
49 H 2.787 4.005 -3.980  0.18
50 H 1.983 3.469 -5.520  0.16
51 O 1.222 1.890 0.362  -0.57
52 N 1.687 1.864 1.592  0.09
53 C 0.957 1.300 2.610  -0.02
54 C 1.471 1.229 3.902  -0.22
55 C 2.730 1.776 4.179  -0.21
56 C 3.468 2.330 3.126  -0.22
57 C 2.925 2.386 1.855  -0.01
58 H -0.041 0.935 2.376  0.23
59 H 0.855 0.762 4.669  0.23
60 H 3.131 1.785 5.195  0.23
61 H 4.465 2.729 3.291  0.23
62 H 3.407 2.850 0.996  0.24

Computed properties:
2S+1: 6
Calculated total energy (a.u.): -2365.4930
Gap between HOMO and LUMO (spin up / spin down) (eV): 5.70 / 8.26
Expectation value of S²: 8.760

# 5
Formula: C24H33N2O2
Source: the Open Molecules 2025 dataset
Level of theory: ωB97M-V/def2-TZVPD

Last column: natural (NBO) charge in e.
Element x y z (Å)
1 C -4.198 -1.944 2.169  -0.64
2 C -3.701 -0.626 2.751  -0.06
3 H -2.759 -0.784 3.296  0.16
4 H -4.445 -0.226 3.444  0.20
5 O -3.532 0.412 1.801  -0.54
6 C -2.384 0.333 0.979  0.08
7 C -2.554 -0.619 -0.184  -0.09
8 C -3.685 -0.544 -0.989  -0.17
9 C -3.848 -1.426 -2.042  -0.21
10 C -2.883 -2.386 -2.300  -0.20
11 C -1.759 -2.472 -1.495  -0.21
12 C -1.597 -1.594 -0.437  -0.23
13 H -0.734 -1.667 0.209  0.23
14 H -1.017 -3.232 -1.683  0.22
15 H -3.014 -3.076 -3.119  0.23
16 H -4.732 -1.369 -2.658  0.23
17 H -4.445 0.190 -0.765  0.22
18 H -1.514 0.017 1.580  0.19
19 C -2.172 1.793 0.524  -0.22
20 N -0.872 2.057 -0.118  -0.43
21 H -0.109 1.439 0.306  0.52
22 C -0.454 3.464 0.071  -0.22
23 H -0.301 3.636 1.138  0.22
24 H -1.253 4.123 -0.275  0.22
25 C 0.851 3.702 -0.724  -0.23
26 N 1.409 2.412 -1.018  -0.48
27 C 0.639 1.710 -2.012  -0.22
28 H 0.726 2.164 -3.012  0.19
29 C -0.838 1.735 -1.561  -0.24
30 H -1.309 0.766 -1.720  0.26
31 H -1.407 2.496 -2.099  0.22
32 H 0.997 0.682 -2.074  0.22
33 C 2.805 2.140 -0.846  -0.18
34 H 3.390 3.064 -0.864  0.21
35 C 3.094 1.419 0.507  -0.34
36 C 2.221 0.187 0.556  0.64
37 O 1.000 0.279 0.667  -0.63
38 C 2.872 -1.117 0.377  -0.12
39 C 4.107 -1.415 0.956  -0.18
40 C 4.676 -2.660 0.772  -0.21
41 C 4.036 -3.614 -0.005  -0.17
42 C 2.811 -3.327 -0.586  -0.20
43 C 2.225 -2.093 -0.386  -0.19
44 H 1.275 -1.858 -0.843  0.22
45 H 2.312 -4.068 -1.191  0.22
46 H 4.491 -4.581 -0.154  0.23
47 H 5.623 -2.889 1.236  0.23
48 H 4.602 -0.691 1.587  0.22
49 C 2.824 2.327 1.707  -0.60
50 H 3.152 1.839 2.622  0.23
51 H 3.372 3.260 1.605  0.22
52 H 1.764 2.544 1.802  0.20
53 H 4.147 1.136 0.493  0.23
54 H 3.162 1.505 -1.660  0.21
55 H 0.635 4.263 -1.647  0.19
56 H 1.551 4.290 -0.133  0.23
57 H -2.258 2.408 1.422  0.24
58 H -2.979 2.076 -0.154  0.22
59 H -4.449 -2.619 2.982  0.23
60 H -5.087 -1.775 1.567  0.22
61 H -3.441 -2.415 1.547  0.21

Computed properties:
ΔE to the lowest compared entry with this formula, charge and spin (kcal per mole): 31.6
2S+1: 1
Charge: +1
SMILES: CCO[C@H](C[NH+]1CCN(C[C@@H](C)C(=O)c2ccccc2)CC1)c1ccccc1
Calculated total energy (a.u.): -1194.0922
Gap between HOMO and LUMO (eV): 8.93

# 6
Formula: C24H33N2O6P2Pt
Source: the Open Molecules 2025 dataset
Level of theory: ωB97M-V/def2-TZVPD

Last column: Mulliken spin population.
Element x y z (Å)
1 C 0.209 -4.078 1.339  0.21
2 C 0.259 -2.660 1.312  -0.02
3 N -0.602 -2.002 0.446  0.15
4 C -1.638 -2.625 -0.135  -0.01
5 C -1.757 -4.012 -0.039  0.18
6 C -0.781 -4.736 0.648  -0.05
7 C 1.073 -1.886 2.145  0.49
8 P 1.038 -0.125 2.098  0.02
9 Pt -0.158 0.038 0.086  0.55
10 P -1.726 -0.307 -1.624  0.05
11 C -2.587 -1.803 -0.978  -0.01
12 C 0.523 1.994 -0.275  0.04
13 C 0.573 2.941 0.750  -0.02
14 C 0.885 4.279 0.463  0.01
15 C 1.167 4.672 -0.848  0.00
16 C 1.185 3.707 -1.859  0.01
17 C 0.850 2.378 -1.576  0.00
18 O 5.586 -3.918 -0.787  0.00
19 O 5.596 1.637 -2.413  0.00
20 H 1.014 -4.600 1.857  0.00
21 H -2.567 -4.509 -0.562  0.00
22 H -0.786 -5.819 0.631  0.00
23 C 0.312 0.370 3.690  0.03
24 C 2.700 0.563 2.052  0.03
25 H -2.951 -2.401 -1.822  0.00
26 H -3.488 -1.446 -0.441  0.00
27 H 5.115 -4.023 0.076  0.00
28 H 1.450 -2.372 3.056  -0.01
29 C -2.948 0.989 -1.956  0.00
30 C -1.044 -0.758 -3.239  0.01
31 H 0.346 2.652 1.776  -0.01
32 H 0.878 5.026 1.259  0.00
33 H 1.372 5.718 -1.089  0.00
34 H 1.446 3.976 -2.882  0.00
35 H 0.803 1.649 -2.385  0.00
36 H 1.084 -0.109 -1.125  0.14
37 H 4.862 2.265 -2.366  0.00
38 H 5.288 0.846 -1.969  0.00
39 H 4.904 -4.174 -1.460  0.00
40 H 0.800 -0.876 -1.055  0.08
41 H 0.955 0.078 4.533  0.00
42 H 0.192 1.459 3.690  0.01
43 H -0.671 -0.093 3.835  0.00
44 H 3.324 0.052 2.798  0.00
45 H 3.141 0.406 1.061  0.00
46 H 2.640 1.642 2.250  0.00
47 H -1.843 -1.082 -3.922  0.00
48 H -0.546 0.123 -3.666  0.00
49 H -0.310 -1.565 -3.127  -0.01
50 H -3.473 0.788 -2.904  0.00
51 H -3.671 1.049 -1.131  0.01
52 H -2.414 1.947 -2.013  0.00
53 O -2.218 2.432 0.713  0.11
54 C -2.531 1.452 1.419  0.16
55 O -1.871 0.331 1.562  0.14
56 C -3.815 1.504 2.199  0.24
57 C -4.257 0.422 2.991  0.00
58 C -5.507 0.479 3.604  0.34
59 C -6.323 1.619 3.414  0.42
60 C -5.890 2.701 2.626  0.04
61 C -4.635 2.638 2.035  0.26
62 N -7.625 1.668 3.986  0.01
63 O -7.995 0.689 4.674  0.18
64 O -8.347 2.673 3.788  0.14
65 H -3.621 -0.457 3.115  0.03
66 H -5.877 -0.338 4.222  0.02
67 H -6.554 3.555 2.506  0.02
68 H -4.282 3.466 1.427  0.02

Computed properties:
ΔE to the lowest compared entry with this formula, charge and spin (kcal per mole): 0.0
2S+1: 5
Charge: +1
Calculated total energy (a.u.): -2296.8049
Gap between HOMO and LUMO (spin up / spin down) (eV): 4.97 / 5.46
Expectation value of S²: 6.071